1.
86
Properties=species:S:1:pos:R:3:forces:R:3:mulliken_spin:R:1 method="wB97M-V/def2-TZVPD" total_charge=+2 s2=1.2014 homo_lumo_gap_ha="0.233 / 0.202" homo_ev="-13.741 / -13.751" spin_multiplicity=2
Ru 0.55463 0.36826 1.01233 1.4161 4.2790 1.9201 -0.032
C 1.17073 2.05026 3.94623 0.2544 0.6204 -0.5066 0.006
C 1.83483 2.84876 2.82443 0.0412 -0.1296 0.3759 -0.003
N 1.09873 2.77766 1.55073 0.2581 -0.3990 -0.7144 -0.017
C -0.04077 3.69406 1.41843 -0.4570 0.0821 0.1961 0.008
C -1.24297 3.23756 2.25023 0.6177 0.4724 -0.2778 -0.008
N -1.42167 1.78146 2.17223 0.0489 -1.1378 -0.8825 0.060
C -1.72397 1.11476 3.44583 0.0825 -0.3008 0.4814 -0.008
C -0.52907 0.31106 4.02743 -0.5799 -0.2061 0.1112 0.012
N 0.74983 0.73336 3.46443 0.2999 -1.1347 -1.3011 -0.035
H 1.88113 1.96196 4.77293 -0.1205 -0.0638 -0.0177 0.000
H 0.30063 2.57736 4.32813 0.0097 -0.0333 0.0605 0.001
H 1.95373 3.88996 3.14743 0.0723 -0.0644 -0.0362 0.000
H 2.83073 2.43006 2.64893 -0.0871 0.0917 -0.0522 0.000
H 1.76743 3.07226 0.84223 -0.0936 -0.0696 0.1476 -0.002
H 0.22933 4.71296 1.72813 -0.0141 -0.0804 -0.1505 -0.001
H -0.31777 3.72516 0.35863 0.0506 0.0257 0.1133 -0.001
H -1.09517 3.54436 3.28553 -0.1060 -0.1353 -0.0393 -0.001
H -2.13077 3.77016 1.89123 0.0429 -0.1773 0.0827 0.002
H -2.18397 1.59066 1.52403 -0.0570 0.0362 0.1309 -0.009
H -2.06717 1.84416 4.18583 -0.0151 0.0116 -0.1800 0.001
H -2.54797 0.41586 3.28503 0.0598 0.0925 0.0349 -0.001
H -0.52897 0.41336 5.12033 0.0430 -0.0438 -0.1286 0.000
H -0.65537 -0.74684 3.79633 0.0282 0.1189 0.0436 -0.002
H 1.46313 0.04526 3.70793 -0.2288 0.0173 -0.0583 0.004
C 4.99563 1.36916 -0.00377 -0.2599 0.0171 0.0126 0.003
C 5.61253 0.18766 0.38483 -0.3093 -0.1117 -0.0236 -0.001
C 4.81253 -0.88294 0.72483 -0.0559 0.1590 -0.1286 0.005
C 3.42073 -0.74844 0.73343 0.2910 -0.1849 -0.0202 -0.004
N 2.83793 0.42366 0.42013 -1.2411 -1.0624 0.3329 -0.007
C 3.61533 1.43136 0.02303 0.1849 0.4934 -0.1814 -0.007
C 2.53713 -1.82764 1.17183 -0.1603 -0.2478 0.0361 -0.012
C 3.00453 -3.13554 1.34283 -0.0245 0.1743 0.1028 -0.012
C 2.22243 -4.10564 1.94083 -0.0363 -0.0496 -0.0120 0.017
C 0.95453 -3.77704 2.38723 0.2234 0.0929 0.0859 -0.009
C 0.45953 -2.50474 2.15813 -0.2017 -0.0718 0.1213 -0.027
C 1.20273 -1.53444 1.50733 -0.7415 0.2715 -0.5634 0.057
H 5.57333 2.22106 -0.31747 0.0094 0.1731 -0.0597 0.000
H 6.68773 0.10356 0.41493 0.0889 -0.0103 -0.0518 0.000
H 5.26213 -1.82114 0.99393 0.0389 -0.1189 0.1224 0.001
H 3.12383 2.34136 -0.30567 0.0111 -0.0283 0.0291 -0.001
H 3.99323 -3.40564 1.00773 0.1335 0.0079 0.0204 0.000
H 2.60673 -5.10374 2.08373 0.0541 -0.0708 -0.0608 0.001
H 0.34123 -4.49484 2.90883 -0.0327 -0.1390 0.0080 0.000
H -0.54297 -2.30364 2.50153 -0.0514 0.0017 -0.1412 0.003
Ge -1.57117 -0.80354 0.36563 -0.9760 -2.2766 -0.3097 0.003
C -1.32647 -2.45184 -0.76827 0.1522 1.2109 0.4821 0.007
C -1.95487 -3.60604 -0.32287 -0.2868 0.0912 0.0178 0.000
C -1.93977 -4.75034 -1.10407 0.0285 -0.0566 0.1581 0.000
C -1.25487 -4.76104 -2.30897 -0.0080 -0.0815 -0.0291 0.001
C -0.61497 -3.61224 -2.74837 0.1667 0.0168 0.0697 -0.001
C -0.63227 -2.46634 -1.96717 0.0240 0.0150 -0.1448 -0.005
C -3.31267 0.16906 -0.01687 1.0075 0.1880 0.0403 0.002
C -3.53237 1.26416 -0.84367 0.2134 0.0888 -0.0405 -0.002
C -4.80717 1.76886 -1.03737 -0.0582 0.1443 -0.0840 0.000
C -5.89287 1.17736 -0.41537 0.0043 -0.0699 0.0856 0.000
C -5.69047 0.08426 0.41123 -0.0831 0.0140 -0.0284 0.000
C -4.41127 -0.39664 0.62593 0.2756 -0.2685 0.1621 0.000
H -2.12917 -1.50514 1.63683 0.2693 0.3195 0.1745 -0.001
H -2.48657 -3.61634 0.61943 -0.0532 -0.0049 0.0646 -0.001
H -2.46937 -5.62504 -0.75207 0.0848 -0.1013 -0.0554 0.000
H -1.19967 -5.67274 -2.88827 -0.1016 0.0478 -0.0932 0.000
H -0.09177 -3.60024 -3.69247 0.0852 -0.0804 -0.0839 0.000
H -0.09827 -1.58774 -2.29867 0.0010 0.0086 -0.0956 -0.002
H -2.71087 1.74766 -1.35727 0.0092 0.0700 -0.1021 0.001
H -4.95167 2.62326 -1.67907 -0.0256 0.1077 -0.0956 0.000
H -6.88867 1.56726 -0.55837 -0.0704 0.0379 -0.0743 0.000
H -6.52577 -0.40034 0.89343 -0.0790 0.0070 0.0657 0.000
H -4.26637 -1.23274 1.29733 -0.0570 -0.0837 0.0258 0.000
N 0.20843 1.42016 -1.39447 -0.2635 -0.4094 1.2598 0.021
C 0.34793 0.97416 -2.73577 0.1245 -0.4038 -0.9983 0.066
C 1.61713 0.94886 -3.31397 -0.0761 -0.1816 0.0847 -0.001
C 1.77293 0.60636 -4.64787 0.2845 0.3358 0.5337 0.059
C 0.64883 0.24626 -5.34427 -0.0599 0.6934 -0.7433 0.201
C -0.61817 0.23916 -4.82447 -0.4522 0.2968 0.5621 0.078
C -0.76527 0.59826 -3.49097 0.0673 -0.0615 0.0947 0.001
S 0.83133 -0.07134 -7.18977 0.5375 -3.7196 1.3671 0.013
O -0.23907 -0.98814 -7.43577 -0.0581 0.3105 -0.6213 0.045
O 2.17703 -0.54754 -7.27747 0.0696 0.3057 -0.6003 0.045
O 0.59253 1.33656 -7.43377 -0.3662 2.0604 -0.1513 0.490
H -0.74677 1.73746 -1.22677 0.3235 0.1711 -0.0753 -0.008
H 0.86603 2.17766 -1.23077 -0.2277 -0.0167 0.0946 0.001
H 2.48083 1.22006 -2.72637 0.1630 0.0340 0.0794 -0.002
H 2.73523 0.61476 -5.13137 0.1371 0.0722 -0.0577 0.004
H -1.46347 -0.03004 -5.43837 -0.0968 0.0520 -0.0354 0.004
H -1.75597 0.60776 -3.06117 -0.1159 -0.0504 0.1153 -0.003

---

2.
93
Properties=species:S:1:pos:R:3:forces:R:3:lowdin_charge:R:1 method="wB97M-V/def2-TZVPD" total_charge=+1 homo_lumo_gap_ha=0.133 homo_ev=-8.495
Li -2.09187 3.72132 -1.07840 1.2018 -0.6431 0.9175 0.761
Li -3.21967 0.85055 -3.52970 0.7591 -0.2996 0.6568 0.910
Li 1.12859 1.22446 2.59975 -0.9912 -0.4945 -1.3917 0.827
C -0.29524 0.96760 -0.23312 1.5295 -1.1767 0.5884 -1.217
O -0.94389 1.01392 -1.28128 -3.0778 -1.1411 -6.2673 -0.167
O -0.50027 1.89453 0.51233 -1.2847 6.7647 5.8567 -0.161
O 0.55227 0.13388 0.11626 1.8995 -2.8102 0.0293 -0.114
C 0.23741 -5.81046 -4.48608 0.3954 1.4493 -0.2460 -0.074
C 0.47951 -4.79337 -3.54202 0.5463 -0.7536 -1.4260 -0.078
C -0.06911 -4.84175 -2.29917 -1.5587 -0.4011 0.4348 -0.003
C -0.95754 -5.92573 -2.01699 1.4411 0.5680 -0.2724 -0.114
C -1.16385 -6.93585 -2.95765 -0.6761 0.4065 1.8614 -0.004
C -0.59949 -6.83679 -4.20387 -0.2862 -0.8758 -0.2875 -0.087
N -1.64571 -5.99177 -0.70460 -1.8219 -0.0882 0.1515 -0.332
O -2.27173 -7.02558 -0.43708 1.1957 1.1195 -0.2819 0.060
O -1.71857 -4.96312 -0.03432 0.6364 -0.9603 -0.6091 0.064
H 0.61579 -5.73147 -5.49454 0.2983 0.1065 0.0104 0.108
H 1.10945 -3.96680 -3.83587 0.0589 0.0974 0.1217 0.105
H 0.08067 -3.95410 -1.70248 -0.1890 -0.3844 0.7103 0.120
H -1.80120 -7.75175 -2.65025 -0.0716 -0.0747 -0.1938 0.120
H -0.83321 -7.56443 -4.96696 0.0356 -0.1656 0.0538 0.115
C 3.57523 0.35029 -4.78584 -0.1536 -0.2404 1.9652 -0.102
C 3.19446 1.40046 -5.56258 0.4321 0.8763 -3.1630 -0.068
C 3.66711 1.49829 -6.91907 1.5977 -1.4173 0.6772 0.036
C 4.64029 0.53851 -7.36125 -1.8750 -0.2126 2.7267 -0.128
C 4.97384 -0.51562 -6.47265 0.9846 0.6435 -0.9388 -0.011
C 4.45308 -0.61996 -5.20452 0.2374 -0.0118 -1.2484 -0.077
N 5.30301 0.67036 -8.63937 0.1758 1.3179 -0.5703 -0.362
O 6.43207 0.23843 -8.75307 -0.3237 -0.3649 0.0251 0.095
O 4.72105 1.34074 -9.48644 0.1947 -0.5772 0.2824 0.071
H 3.28894 0.33341 -3.74461 -0.3796 0.0029 0.1105 0.111
H 2.57203 2.21802 -5.23006 -0.1082 -0.1810 0.3258 0.100
H 3.48185 2.33887 -7.57138 -0.3419 0.0142 0.0935 0.107
H 5.80113 -1.18750 -6.64748 -0.0830 -0.0657 -0.8254 0.116
H 4.84161 -1.45756 -4.64427 -0.3813 0.2113 0.5736 0.113
C 5.61539 -4.66985 1.30898 1.6243 -1.7086 0.7998 -0.071
C 6.18290 -5.71059 2.07332 -2.2035 -0.0508 0.6220 -0.036
C 5.33997 -6.48329 2.94898 2.1964 0.7141 -0.9579 0.004
C 4.00758 -6.20663 2.99757 -0.5248 1.8216 -0.4599 -0.139
C 3.48292 -5.11201 2.25814 -0.6037 -1.1035 1.4581 -0.009
C 4.26743 -4.36698 1.43045 0.3134 0.2648 -0.5946 -0.086
N 3.18017 -6.86874 4.01976 3.1473 -2.6018 1.0807 -0.363
O 3.77042 -7.70942 4.72530 -0.1308 0.9352 -0.8438 0.044
O 2.03611 -6.65125 4.15752 -2.8334 1.4332 -0.4475 0.113
H 6.37139 -4.22077 0.68194 -0.5763 0.7589 -0.3290 0.102
H 7.24803 -5.88690 2.04490 -0.0363 -0.1344 -0.0388 0.100
H 5.81456 -7.19945 3.60342 -0.2972 -0.1916 -0.0496 0.117
H 2.46900 -4.80066 2.46167 -0.1978 -0.2178 -0.1878 0.115
H 3.81246 -3.55022 0.88980 0.0895 0.1055 -0.0565 0.109
N 0.02825 -0.85447 5.03580 -0.2400 -0.8700 0.7815 0.025
C 0.28521 -0.80351 6.37959 -1.2629 0.5769 -0.9695 -0.156
C -0.11800 -1.77405 7.27629 -0.4823 -1.4990 -0.8806 -0.050
C -0.71085 -2.93952 6.72140 0.2459 1.1366 1.4940 -0.063
C -1.00950 -2.98245 5.39747 -0.3526 -0.9602 -0.4193 -0.086
C -0.65193 -1.94141 4.58689 1.9862 1.5145 -0.2848 -0.142
H 0.64182 0.16364 6.70185 0.4693 -0.0922 0.2278 0.093
H -0.04250 -1.73336 8.35288 0.4141 0.3810 -0.0459 0.103
H -0.99342 -3.76772 7.35437 0.0384 -0.0022 0.1476 0.110
H -1.48275 -3.86768 4.99897 -0.0594 0.0359 -0.2152 0.113
H -0.68573 -2.00623 3.50937 -0.5886 0.0262 -0.1279 0.106
N -7.86515 0.04720 3.45312 1.5595 -0.1167 -0.9048 0.054
C -6.82256 -0.49545 2.70512 -1.6686 1.1007 1.6807 -0.131
C -5.61369 0.12995 2.52749 -0.6467 -0.4891 -0.9583 -0.101
C -5.40725 1.38185 3.07197 0.0355 0.2345 -0.0721 -0.096
C -6.42585 1.95829 3.79231 -1.0677 -0.0173 0.2328 -0.075
C -7.65952 1.27218 3.96652 1.0783 -0.7997 -1.3938 -0.137
H -6.99169 -1.43504 2.20017 -0.3415 -0.1393 0.1977 0.097
H -5.02959 -0.33607 1.74770 0.8476 0.1610 0.3468 0.099
H -4.51372 1.94536 2.84731 0.1603 -0.0089 0.1059 0.101
H -6.32768 2.98522 4.11194 -0.0335 0.0182 0.2714 0.094
H -8.54533 1.75441 4.35279 0.1180 0.0601 0.4868 0.099
N -3.86177 6.00137 1.00284 -0.2141 1.0955 -0.2093 0.013
C -4.84799 6.84010 0.59724 0.1417 -0.9435 0.9089 -0.136
C -5.41028 7.82887 1.42511 0.3148 -0.9673 -1.8415 -0.061
C -4.87147 7.96598 2.66891 -0.4640 0.6514 0.2082 -0.100
C -3.87417 7.13708 3.11046 0.9935 -0.0781 -0.1222 -0.054
C -3.33156 6.19240 2.21964 -0.9894 0.0486 -0.1329 -0.134
H -5.19312 6.54771 -0.38347 -0.4246 0.6117 -0.1592 0.091
H -6.21489 8.46593 1.08874 0.0280 -0.0149 -0.1458 0.107
H -5.23565 8.78857 3.26652 0.0050 -0.1479 0.4101 0.115
H -3.53319 7.39482 4.10228 0.5814 -0.6858 0.0549 0.106
H -2.51864 5.49942 2.37880 0.1581 0.2188 0.8069 0.099
N 0.09540 6.10202 -1.92555 1.3697 1.4656 0.1291 0.018
C -0.17887 7.44446 -2.15272 1.0069 -1.4640 -0.8095 -0.126
C 0.80180 8.39914 -2.50030 -0.1247 -1.1958 0.5584 -0.063
C 2.11576 7.96389 -2.54722 0.0065 -0.2560 -0.1552 -0.086
C 2.45505 6.65517 -2.22460 -0.9657 -0.1217 -0.0057 -0.062
C 1.42497 5.74359 -1.90999 -0.6482 1.7502 -0.0217 -0.129
H -1.23364 7.66691 -2.21882 -0.0678 0.1950 0.2743 0.089
H 0.65320 9.44451 -2.72727 -0.7107 -0.0806 0.0461 0.104
H 2.86473 8.66118 -2.89253 0.2290 0.0033 0.1775 0.109
H 3.49813 6.37638 -2.25039 -0.0468 -0.3104 0.0989 0.102
H 1.70129 4.75564 -1.57236 -0.3714 -0.2880 -0.2175 0.099

---

3.
11
Properties=species:S:1:pos:R:3:forces:R:3:nbo_charge:R:1 method="wB97M-V/def2-TZVPD" total_charge=0 relative_energy_kj_mol=591.26 homo_lumo_gap_ha=0.297 homo_ev=-8.116
C -0.09939 1.16795 -0.55699 0.8266 1.8170 -1.2764 0.096
C 0.89882 0.23875 -0.13040 -3.9905 -1.2869 -1.1039 0.191
C -0.39438 -0.61302 -0.39585 1.6842 0.6543 1.2281 -0.229
C -0.93804 -1.76093 -0.03376 0.1674 -0.3578 -0.5412 -0.325
O -0.60968 2.08050 0.28621 -0.0772 -0.0401 0.0022 -0.651
N 2.02522 0.12758 0.40305 0.9635 -0.3211 -0.2595 -0.650
H -0.12653 2.07599 1.13404 -0.2939 -0.3373 0.0143 0.468
H -1.03551 0.25334 -1.11934 1.1275 -0.3589 1.2208 0.326
H 2.55324 1.00187 0.32664 -0.2985 0.0260 0.4771 0.349
H -0.30107 -2.56458 0.32720 -0.0421 0.0450 -0.0299 0.218
H -1.97268 -2.00747 -0.24079 -0.0670 0.1597 0.2683 0.209

---

no.,E_tot (Eh)
1,-4426.48184
2,-2589.57821
3,-285.18939